Entry 1:
{
  "formula": "C42H43EuFN6OPS2SbSe3",
  "method": "ωB97M-V/def2-TZVPD",
  "orbital_gap_ev": [4.46, 5.26],
  "mol_weight_g_mol": 1272.557,
  "multiplicity": 8,
  "charge": -2,
  "s2": 15.7601,
  "homo_energy_ev": [-0.594, -1.396],
  "lumo_energy_ha": [0.1421, 0.1421],
  "e_tot_ha": -11422.53770,
  "species": ["Eu", "Se", "P", "Se", "C", "C", "C", "C", "C", "C", "C", "C", "C", "C", "C", "C", "H", "H", "H", "H", "H", "H", "H", "H", "H", "H", "S", "C", "C", "C", "C", "C", "N", "H", "H", "H", "H", "O", "N", "C", "C", "C", "C", "C", "S", "H", "H", "H", "H", "N", "C", "C", "C", "C", "N", "C", "C", "H", "H", "H", "H", "C", "N", "C", "C", "N", "C", "C", "Se", "H", "H", "H", "H", "H", "H", "H", "H", "C", "Sb", "C", "C", "H", "H", "H", "H", "H", "H", "H", "H", "H", "F", "C", "C", "C", "C", "C", "C", "H", "H", "H", "H"],
  "coordinates": [[-0.1125, -0.1783, 0.0287], [0.7559, -0.2666, -3.1225], [-1.3077, -0.9855, -3.2454], [-2.5991, -1.4538, -1.5320], [-2.2509, 0.2193, -4.2305], [-3.6360, 0.0938, -4.3246], [-4.4011, 1.1175, -4.8926], [-3.7898, 2.2809, -5.3311], [-2.4117, 2.4047, -5.2690], [-1.6294, 1.3542, -4.7590], [-1.2461, -2.3971, -4.3647], [-1.6186, -3.6856, -3.9593], [-1.4368, -4.7910, -4.7919], [-0.9219, -4.6333, -6.0664], [-0.5702, -3.3706, -6.5246], [-0.7299, -2.2634, -5.6804], [-4.0894, -0.7943, -3.9209], [-5.4656, 0.9868, -4.9639], [-4.4086, 3.0773, -5.7443], [-1.9335, 3.3211, -5.5829], [-0.5448, 1.4622, -4.6538], [-2.0332, -3.8462, -2.9835], [-1.6748, -5.7643, -4.3976], [-0.8487, -5.4844, -6.7249], [-0.2282, -3.2337, -7.5448], [-0.4405, -1.2743, -6.0312], [-1.3107, 2.3359, -1.4096], [-0.5612, 3.0634, -0.1197], [-0.5860, 4.5106, -0.0492], [-0.1138, 5.1300, 1.0784], [0.4286, 4.3254, 2.1099], [0.4635, 2.9441, 1.9845], [0.0115, 2.3210, 0.8861], [-1.0247, 5.0201, -0.8781], [-0.1295, 6.2166, 1.1864], [0.8374, 4.8089, 2.9884], [0.8689, 2.2810, 2.7600], [2.1234, -1.0374, -0.1034], [2.7919, -2.0277, -0.7471], [4.1745, -1.9854, -0.7818], [4.8267, -2.9024, -1.5450], [4.1482, -3.8810, -2.3059], [2.7951, -4.0141, -2.1460], [2.0486, -3.0954, -1.3131], [0.4359, -3.3662, -1.0474], [4.6603, -1.2103, -0.2135], [5.9216, -2.8606, -1.5603], [4.7028, -4.5481, -2.9607], [2.1743, -4.7677, -2.5854], [-8.3283, 1.8292, 2.3707], [-7.2354, 1.6165, 2.0683], [-5.8651, 1.3409, 1.7541], [-5.4825, -0.0019, 1.6020], [-4.1339, -0.2577, 1.3993], [-3.2186, 0.7161, 1.3234], [-3.5817, 2.0013, 1.3940], [-4.9295, 2.3619, 1.5816], [-6.1964, -0.7930, 1.6302], [-3.7731, -1.2817, 1.3150], [-2.7928, 2.7571, 1.3228], [-5.1899, 3.4011, 1.6654], [1.4126, -2.5035, 5.2366], [1.9656, -1.1389, 5.4296], [2.2373, -0.5248, 6.6526], [2.9327, 0.5915, 6.4450], [3.1596, 0.7097, 5.0766], [3.9224, 1.7688, 4.3890], [2.5567, -0.3646, 4.4479], [2.4811, -0.5992, 2.6186], [2.1736, -3.2380, 5.5880], [1.2219, -2.6120, 4.1608], [0.4589, -2.6418, 5.7928], [1.8475, -0.9401, 7.5956], [3.2768, 1.3263, 7.1672], [4.8247, 2.0421, 4.9507], [3.2961, 2.6799, 4.2724], [4.1775, 1.3894, 3.3952], [2.3016, 2.9393, -2.3284], [2.9651, 2.0222, -0.4539], [3.6024, 3.8178, 0.6285], [4.9568, 1.3126, -1.0385], [2.5450, 4.0007, -2.2350], [1.2398, 2.7833, -2.3979], [2.8565, 2.4886, -3.1436], [4.5682, 4.0945, 0.1838], [3.7070, 3.6000, 1.7006], [2.8765, 4.6081, 0.4849], [5.4782, 2.1789, -1.4791], [4.8350, 0.5390, -1.7930], [5.5055, 0.9286, -0.1649], [-2.9466, -3.4403, 5.2146], [-2.3482, -2.7446, 4.1720], [-2.0340, -1.3777, 4.2729], [-1.2543, -0.7103, 3.3009], [-0.8252, -1.4178, 2.1895], [-1.1388, -2.7520, 2.0150], [-1.9323, -3.4086, 2.9848], [-2.3537, -0.8137, 5.1283], [-0.9829, 0.3436, 3.4800], [-0.7661, -3.3163, 1.1651], [-2.1878, -4.4665, 2.8540]],
  "forces_ev_per_a": [[-0.029, -0.213, -0.302], [-0.518, -0.374, -0.031], [0.271, 0.265, 0.283], [0.460, 0.083, -0.480], [-0.017, 0.814, -0.266], [0.023, 0.595, -0.403], [0.527, -0.772, 0.301], [-0.137, 0.126, -0.262], [0.333, -0.600, 0.109], [-0.352, 0.483, 0.251], [0.193, -1.486, -1.249], [0.325, 0.208, -0.419], [0.087, 0.570, 0.164], [-0.173, -0.021, -0.027], [-0.426, 0.670, 0.544], [-0.076, -0.157, 0.364], [-0.267, -0.106, 0.115], [-0.324, 0.072, -0.007], [0.192, -0.041, 0.127], [0.070, 0.055, -0.080], [-0.429, -0.043, -0.044], [-0.048, 0.145, 0.400], [-0.133, -0.250, -0.068], [0.171, -0.194, -0.091], [0.101, 0.030, 0.098], [-0.006, -0.145, 0.078], [-0.584, -0.812, -1.014], [0.404, 1.161, 1.178], [0.467, -0.868, 1.001], [0.268, -0.519, 0.006], [0.053, 0.149, 0.383], [-0.153, 0.523, -0.479], [-0.598, 0.606, -0.135], [-0.166, 0.333, -0.336], [-0.011, -0.252, -0.040], [-0.032, -0.104, 0.115], [-0.035, 0.318, -0.255], [1.423, -1.465, -0.744], [-0.895, 0.185, 0.248], [-2.000, -0.621, -0.408], [1.320, -0.163, -0.397], [-0.359, -0.058, 0.411], [0.263, 1.320, 0.734], [1.874, 0.117, 0.022], [-0.526, 0.437, 0.277], [-0.261, 0.047, 0.089], [-0.417, 0.018, -0.081], [-0.031, 0.047, 0.135], [0.064, -0.308, -0.389], [0.390, -0.086, -0.177], [-0.615, 0.360, 0.199], [0.332, -0.410, -0.497], [0.667, 0.957, 0.018], [0.125, 0.473, -0.002], [0.193, 0.303, -0.138], [-0.848, -0.779, 0.048], [0.741, -0.444, 0.363], [-0.377, -0.371, 0.173], [0.118, 0.180, -0.004], [-0.267, -0.326, -0.092], [-0.231, 0.193, 0.020], [0.210, 0.407, 0.196], [0.731, 0.704, 0.033], [-1.089, -1.393, 0.822], [0.654, 0.950, -0.037], [-0.194, -0.473, 0.210], [-0.789, 0.062, 0.240], [-0.155, 0.135, -0.563], [0.408, -0.230, 0.443], [-0.550, 0.406, -0.324], [0.032, -0.039, 0.286], [0.675, 0.316, -0.365], [0.337, 0.317, -0.726], [-0.080, -0.215, -0.298], [-0.235, -0.284, 0.008], [0.304, -0.559, 0.001], [-0.055, 0.036, 0.171], [1.168, 0.399, 0.870], [-0.587, -0.642, 0.307], [0.598, -0.384, -0.440], [-0.089, 0.957, -0.053], [-0.081, 0.042, -0.273], [-0.361, -0.136, -0.142], [-0.093, -0.040, -0.245], [-0.123, 0.212, 0.304], [-0.005, 0.026, -0.357], [-0.157, 0.153, -0.015], [0.100, -0.393, 0.143], [0.034, -0.060, 0.014], [-0.209, 0.153, -0.304], [0.077, 0.527, -0.701], [1.259, 0.594, -1.920], [0.096, -0.207, 0.484], [-0.852, -1.588, 0.784], [1.099, 1.366, -1.383], [-1.302, -0.389, 1.789], [-0.217, -0.505, 1.011], [-0.245, 0.067, 0.624], [-0.268, -0.394, -0.156], [-0.216, 0.035, 0.066], [0.053, 0.212, 0.164]],
  "mulliken_spin": [6.963, 0.001, 0.008, 0.001, 0.000, -0.001, 0.000, 0.000, 0.000, 0.001, 0.001, 0.000, 0.000, 0.000, 0.000, 0.000, 0.000, 0.000, 0.000, 0.000, 0.000, 0.000, 0.000, 0.000, 0.000, 0.000, -0.002, 0.007, -0.003, 0.001, 0.000, 0.003, -0.002, 0.000, 0.000, 0.000, -0.001, 0.014, 0.001, 0.001, -0.001, 0.001, -0.002, 0.000, 0.000, 0.000, 0.000, 0.000, 0.001, 0.000, 0.000, 0.000, 0.000, 0.003, 0.003, 0.001, 0.000, 0.000, -0.002, 0.000, 0.000, 0.001, 0.001, 0.000, 0.000, 0.001, 0.000, 0.001, -0.004, 0.000, 0.000, 0.000, 0.000, 0.000, 0.000, 0.000, 0.000, -0.001, 0.005, 0.001, 0.001, 0.000, 0.000, 0.000, 0.000, 0.000, 0.000, 0.000, 0.000, 0.000, 0.000, 0.003, 0.000, 0.002, 0.005, 0.008, -0.002, -0.001, -0.006, -0.011, 0.000]
}



Entry 2:
{
  "formula": "C42H44BrCl2N4NiO3Te",
  "method": "ωB97M-V/def2-TZVPD",
  "orbital_gap_ev": [4.62, 6.69],
  "mol_weight_g_mol": 989.942,
  "multiplicity": 4,
  "s2": 3.7620,
  "homo_energy_ev": [-5.146, -7.652],
  "lumo_energy_ha": [-0.0194, -0.0353],
  "e_tot_ha": -7342.24732,
  "species": ["Ni", "C", "C", "C", "C", "C", "Br", "N", "C", "H", "H", "H", "H", "H", "H", "C", "C", "O", "N", "Te", "C", "C", "C", "C", "C", "C", "C", "C", "C", "C", "C", "C", "C", "C", "C", "C", "C", "C", "H", "H", "H", "H", "H", "H", "H", "H", "H", "H", "H", "H", "H", "H", "H", "H", "H", "H", "H", "H", "H", "H", "H", "H", "H", "O", "C", "N", "C", "C", "O", "N", "C", "C", "C", "C", "C", "C", "C", "C", "C", "C", "C", "C", "H", "H", "H", "H", "H", "H", "H", "H", "H", "H", "H", "Cl", "C", "Cl", "H", "H"],
  "coordinates": [[16.7047, 10.8677, 9.8679], [16.3633, 15.4035, 7.4098], [17.3531, 14.4004, 7.9274], [18.7302, 14.5814, 7.7196], [19.6221, 13.6701, 8.3138], [19.0915, 12.5293, 8.9145], [20.1654, 10.9924, 9.0751], [17.7861, 12.3909, 9.1095], [16.9404, 13.3437, 8.7234], [15.6632, 14.8849, 6.7485], [16.7823, 16.2430, 6.9242], [15.7945, 15.7272, 8.2547], [19.1148, 15.4914, 7.1998], [20.7435, 13.6864, 8.3246], [15.9329, 13.2301, 9.1602], [15.5118, 10.3107, 6.9871], [14.4059, 10.3528, 7.9954], [13.2400, 9.9674, 7.7039], [14.7687, 10.8641, 9.2042], [13.1374, 10.9079, 10.4510], [11.5566, 9.4461, 11.0816], [10.3891, 9.8806, 11.7090], [9.9715, 11.3158, 11.9544], [9.4402, 8.8726, 12.0480], [9.5873, 7.4967, 11.7344], [8.4824, 6.4768, 11.7714], [10.8307, 7.1369, 11.2383], [11.7952, 8.0531, 10.8357], [13.1183, 7.5104, 10.3634], [12.0676, 12.2834, 9.2324], [11.0158, 11.9373, 8.2924], [10.3576, 10.5958, 8.1452], [10.6286, 12.8616, 7.3217], [11.1900, 14.1511, 7.2696], [11.0350, 15.1257, 6.0693], [11.9769, 14.5358, 8.3697], [12.3990, 13.6476, 9.3440], [13.3076, 14.1325, 10.4286], [15.6476, 9.2555, 6.6478], [16.4765, 10.6400, 7.3351], [15.1351, 10.8421, 6.0925], [10.3433, 11.6930, 12.9276], [8.8633, 11.3240, 11.9640], [10.3185, 12.0292, 11.1584], [8.5151, 9.1783, 12.5732], [8.8227, 5.6151, 12.3245], [8.1640, 6.1499, 10.7768], [7.5948, 6.9466, 12.2717], [10.9613, 6.0656, 11.0645], [13.1238, 6.4323, 10.5462], [13.9579, 8.0067, 10.8329], [13.2565, 7.7085, 9.2731], [11.0666, 9.8046, 7.8264], [9.6262, 10.6614, 7.3363], [9.9160, 10.2166, 9.0519], [9.9258, 12.5754, 6.5579], [10.6375, 14.5989, 5.2034], [12.0312, 15.6423, 5.9798], [10.3747, 15.9645, 6.3091], [12.3796, 15.5439, 8.3302], [13.4612, 15.2114, 10.2887], [14.3285, 13.6598, 10.4262], [12.9217, 14.0094, 11.4768], [15.2077, 8.9907, 12.1990], [15.9925, 9.8872, 12.6221], [16.2815, 10.0730, 13.9449], [17.1794, 11.1329, 14.1879], [17.4354, 11.6159, 12.7037], [18.2602, 12.5022, 12.4483], [16.6981, 10.8264, 11.8436], [16.5690, 12.2049, 15.0843], [16.2573, 13.4821, 14.6337], [15.6292, 14.4085, 15.4661], [15.3216, 14.0764, 16.7677], [15.8639, 12.8596, 17.2796], [16.4943, 11.9547, 16.4783], [18.5207, 10.6726, 14.8387], [19.4709, 11.6546, 15.1776], [20.5988, 11.3973, 15.9066], [20.8315, 10.1406, 16.4144], [19.9253, 9.1461, 16.0791], [18.7488, 9.3863, 15.3386], [15.8903, 9.4925, 14.6673], [16.6587, 13.7084, 13.6450], [15.2272, 15.3473, 15.0050], [14.8245, 14.7426, 17.4853], [15.6022, 12.6192, 18.3061], [16.9437, 11.0487, 16.8888], [19.3673, 12.6733, 14.7082], [21.2664, 12.2678, 15.9762], [21.7721, 9.8360, 16.9344], [20.1491, 8.1204, 16.4589], [18.0052, 8.6024, 15.2207], [17.8505, 8.3438, 9.6687], [16.5035, 7.1909, 9.9581], [17.0398, 5.7564, 10.9052], [16.1414, 6.7981, 8.9984], [15.7363, 7.6990, 10.5706]],
  "forces_ev_per_a": [[-1.387, -0.657, 0.172], [-0.613, -1.660, 0.323], [0.609, 0.823, -0.196], [0.711, -0.063, 0.786], [0.799, -0.327, -0.095], [-0.460, 0.265, -1.056], [-0.020, 0.085, 0.492], [0.155, -0.530, 0.605], [-0.203, 0.488, 0.262], [0.022, 0.240, -0.096], [0.618, 0.744, -0.529], [-0.579, 0.485, 0.502], [-0.415, -0.978, 0.389], [-1.305, 0.512, -0.474], [0.361, 0.180, -0.906], [-0.695, -1.503, -1.573], [-0.987, -0.009, 0.689], [2.247, 0.533, 0.193], [2.123, 0.217, -1.416], [-1.253, -0.520, 1.800], [-0.464, -0.377, -0.290], [-0.688, -1.510, -0.075], [0.042, 0.418, -0.212], [-0.630, -0.478, 0.056], [0.424, 1.958, -0.212], [-0.786, 1.155, 0.855], [-0.202, -0.407, -0.703], [0.048, 0.993, 1.330], [-0.243, 0.298, -1.313], [-2.084, -0.116, -0.947], [1.187, -0.052, 0.218], [0.720, -0.800, -0.530], [0.821, 1.359, 0.248], [-0.058, 0.052, 0.291], [0.673, 0.043, 1.767], [-0.229, 0.159, -1.367], [0.347, -1.109, 0.070], [0.985, 0.599, 0.998], [-0.142, 0.601, 0.198], [0.288, 0.504, 0.046], [0.574, 0.004, 0.379], [-0.171, -0.169, -0.433], [0.608, 0.278, 0.095], [-0.266, -0.756, 0.683], [0.405, -0.080, -0.504], [-0.151, -0.417, 0.242], [0.211, 0.166, 0.055], [0.634, -0.689, -0.324], [0.361, 0.221, -0.115], [0.279, 0.136, -0.084], [-0.200, -0.098, 0.384], [-0.208, -0.254, 0.522], [-0.124, 0.614, 0.278], [-0.194, -0.048, 0.330], [-0.368, 0.065, 0.366], [-0.143, -0.191, -0.145], [0.464, 0.219, -0.186], [-0.850, -0.816, -0.690], [-0.290, -0.258, 0.060], [0.010, 0.047, 0.359], [0.060, -0.167, 0.090], [-0.969, 0.289, -0.041], [0.146, -0.130, -1.022], [2.077, 2.192, 0.719], [-1.382, -1.556, -0.614], [-0.614, -0.755, -0.613], [1.462, 0.629, -0.161], [1.158, 0.323, 0.294], [-1.543, -1.230, -0.257], [0.182, 0.259, 0.846], [0.789, 0.601, 0.999], [0.521, -0.799, -0.353], [-1.141, 0.981, -0.796], [1.067, -0.831, 0.781], [-1.556, 1.124, 0.385], [-0.080, -0.497, -1.144], [-0.038, 0.165, 0.782], [-0.888, 1.119, -1.862], [0.533, 1.373, -0.157], [0.891, -1.187, -0.136], [-0.222, -1.227, 0.551], [0.278, 0.550, 0.144], [-0.180, -0.002, -0.186], [-0.752, 0.363, 0.089], [0.720, -0.765, 0.614], [0.066, -0.217, -0.655], [0.493, -0.015, 0.035], [-0.323, 0.146, -0.062], [-0.087, -1.152, 0.734], [0.034, -0.731, 0.453], [-0.985, 0.581, -0.330], [-0.439, 0.872, -0.430], [0.272, -0.013, -0.189], [-0.211, -0.179, -0.037], [-0.475, -0.614, 0.463], [-0.027, 0.625, -0.351], [0.195, 0.453, 0.375], [0.647, -0.167, -0.534]],
  "mulliken_spin": [1.755, -0.001, 0.007, -0.001, 0.004, 0.010, 0.004, 0.015, 0.009, 0.000, 0.000, 0.000, 0.000, 0.001, 0.002, 0.065, -0.059, 0.045, 0.350, 0.497, 0.229, -0.109, 0.061, 0.014, -0.007, 0.002, 0.008, -0.086, 0.184, -0.007, -0.012, 0.020, -0.009, 0.011, -0.001, -0.005, -0.025, 0.067, -0.003, -0.004, -0.007, -0.006, 0.000, -0.016, 0.003, 0.000, -0.001, 0.000, 0.001, 0.004, -0.039, -0.015, -0.002, 0.000, -0.002, -0.001, 0.000, 0.000, 0.001, -0.001, 0.002, -0.024, -0.005, 0.001, -0.011, 0.005, 0.008, 0.015, 0.000, 0.061, -0.003, 0.000, 0.000, 0.000, 0.000, -0.001, 0.002, -0.002, 0.000, 0.000, 0.000, -0.001, -0.001, -0.001, 0.000, 0.000, 0.000, 0.000, 0.000, 0.000, 0.000, 0.000, 0.000, 0.006, 0.000, 0.000, 0.001, -0.005]
}